# 1
ORCA calculation (the ωB97M-V functional and the def2-TZVPD basis) on C26H34BN4O3W as an isolated structure.

XYZ file:
```
69
Properties=species:S:1:pos:R:3:forces:R:3
W -0.341 -0.181 -0.027 -0.4 0.1 -0.3
C 0.397 -3.628 -0.545 0.0 0.0 0.0
C 0.571 -2.383 0.271 -0.1 0.0 -0.1
C -0.273 -2.081 1.374 0.1 -0.2 0.2
C -0.037 -0.961 2.182 0.1 -0.1 0.2
C 1.053 -0.098 1.911 0.0 0.1 0.0
C 1.881 -0.371 0.803 0.0 0.0 0.1
C 1.619 -1.481 -0.023 0.2 -0.2 0.1
H 0.368 -3.417 -1.614 0.0 0.0 0.0
H -0.489 -4.184 -0.251 0.0 0.0 0.0
H 1.264 -4.268 -0.362 0.0 0.0 0.0
H -1.089 -2.749 1.622 0.0 0.0 0.0
H -0.682 -0.762 3.029 0.0 0.0 0.0
H 1.273 0.733 2.569 0.0 0.0 0.0
H 2.724 0.272 0.593 0.0 0.0 0.0
H 2.263 -1.679 -0.871 0.0 0.0 0.0
N -7.625 -7.412 -3.311 0.0 0.0 0.0
C -6.952 -6.510 -3.085 0.0 0.0 0.0
C -6.109 -5.380 -2.802 0.0 0.0 0.0
C -6.632 -4.092 -2.873 0.0 0.1 0.0
C -5.826 -2.999 -2.596 -0.1 -0.1 0.0
C -4.502 -3.216 -2.258 0.1 0.2 0.1
C -3.961 -4.490 -2.192 0.0 -0.1 -0.1
C -4.773 -5.577 -2.461 0.0 0.0 0.0
N -3.660 -2.074 -1.963 -0.1 -0.1 -0.1
C -3.810 -0.801 -2.477 0.0 0.0 0.0
C -2.821 -0.049 -1.948 0.0 0.0 0.1
N -2.052 -0.843 -1.106 -0.1 -0.2 -0.1
C -2.610 -2.061 -1.151 0.0 0.1 0.1
H -7.671 -3.947 -3.135 0.0 0.0 0.0
H -6.257 -2.008 -2.622 0.0 0.0 0.0
H -2.913 -4.656 -1.975 0.0 0.0 0.0
H -4.372 -6.581 -2.423 0.0 0.0 0.0
H -4.582 -0.555 -3.183 0.0 0.0 0.0
H -2.615 0.996 -2.089 0.0 0.0 0.0
H -2.296 -2.917 -0.583 0.0 0.0 0.0
C -3.680 3.124 0.248 0.0 0.0 0.0
C -2.560 2.745 1.175 0.0 0.0 0.0
C -3.050 2.203 2.493 0.0 0.0 0.0
O -1.797 1.530 0.510 0.0 0.1 0.0
B -0.515 1.771 0.876 0.4 0.1 0.0
O -0.143 2.934 1.373 -0.3 0.0 0.1
C -1.390 3.792 1.284 0.1 -0.1 0.1
C -1.210 4.638 0.043 0.0 0.0 -0.1
C -1.452 4.634 2.536 0.0 0.1 0.0
H -4.429 2.334 0.214 0.0 0.0 0.0
H -3.336 3.343 -0.760 0.0 0.0 0.0
H -4.168 4.021 0.637 0.0 0.0 0.0
H -3.727 1.367 2.322 0.0 0.0 0.0
H -3.606 2.976 3.025 0.0 0.0 0.0
H -2.231 1.884 3.140 0.0 0.0 0.0
H -1.153 4.028 -0.863 0.0 0.0 0.0
H -0.293 5.218 0.140 0.0 0.0 0.0
H -2.036 5.339 -0.075 0.0 0.0 0.0
H -1.430 4.034 3.441 0.0 0.0 0.0
H -2.365 5.234 2.536 0.0 0.0 0.0
H -0.608 5.322 2.554 0.0 0.0 0.0
C 1.312 3.787 -3.463 0.0 -0.1 0.1
N 1.183 2.718 -2.449 0.0 0.1 -0.1
C 2.206 2.668 -1.401 0.0 0.0 -0.1
C 0.203 1.877 -2.509 -0.1 -0.2 -0.1
O -0.002 0.909 -1.697 0.3 0.2 -0.1
H 2.225 3.620 -4.032 0.0 0.0 0.0
H 1.363 4.746 -2.953 0.0 0.0 0.0
H 0.452 3.768 -4.127 0.0 0.0 0.0
H 3.072 3.226 -1.745 0.0 0.0 0.0
H 2.497 1.634 -1.235 0.0 0.0 0.0
H 1.825 3.119 -0.484 0.0 0.0 0.0
H -0.491 1.988 -3.342 0.0 0.0 0.0
```
Forces are in eV/Å.

Calculated values
energy: -42094.252 eV
E_HOMO (spin up / spin down): -16.18 / -16.19 eV
total charge: +3
spin multiplicity: 3
LUMO (spin up / spin down): -9.869 / -11.232 eV
Kohn-Sham gap (spin up / spin down): 0.23206 / 0.18212 Ha
ΔE to the lowest compared entry with this formula, charge and spin: 0.0 kJ/mol

# 2
ORCA calculation (the ωB97M-V functional and the def2-TZVPD basis) on a 5-piece molecular cluster, C18H46ClN5O9P overall at a distorted geometry.

XYZ file:
```
80
Properties=species:S:1:pos:R:3:forces:R:3
Cl -2.156 1.251 -0.083 -0.8 0.5 -2.2
O -1.484 1.738 -1.268 0.4 -0.4 -0.1
O -2.990 2.338 0.381 -0.8 -0.5 0.3
O -2.978 0.055 -0.524 1.5 1.8 1.9
O -1.174 0.994 0.934 -0.2 -1.3 0.3
O 2.688 1.114 2.267 1.6 -3.0 1.8
P 3.170 0.086 3.306 -1.6 1.1 0.9
N 1.913 -1.108 3.647 1.0 1.8 -1.0
C 0.555 -0.982 3.043 0.2 0.8 0.1
C 2.105 -2.013 4.752 -0.1 0.0 0.3
N 3.558 0.915 4.845 0.7 -1.3 -0.5
C 2.479 1.427 5.751 0.7 0.4 -1.4
C 4.842 1.703 4.921 -1.0 -0.3 -0.4
N 4.584 -0.900 3.053 0.0 1.2 1.4
C 5.470 -1.368 4.187 -0.7 0.4 -0.9
C 5.082 -0.984 1.687 0.0 -0.2 0.1
H -0.199 -1.553 3.585 0.3 -0.2 0.3
H 0.475 -1.272 1.995 0.5 -0.3 0.0
H 0.204 0.049 3.030 0.1 0.1 0.2
H 1.671 -1.656 5.685 -0.1 0.3 0.3
H 3.168 -2.155 4.947 -0.1 -0.2 -0.1
H 1.621 -2.976 4.590 0.2 -0.1 -0.4
H 2.164 0.801 6.586 0.2 -0.5 -0.3
H 2.844 2.349 6.203 0.0 0.1 -0.1
H 1.640 1.711 5.116 -0.3 -0.1 0.3
H 4.704 2.699 4.502 -0.2 0.3 0.2
H 5.180 1.778 5.955 -0.2 0.0 0.1
H 5.681 1.308 4.349 -0.3 -0.6 -0.1
H 5.685 -2.435 4.130 -0.5 -0.3 -0.2
H 6.474 -0.942 4.201 0.0 0.7 -0.2
H 4.983 -1.148 5.137 0.1 0.0 -0.2
H 4.215 -1.176 1.056 0.3 -0.2 -0.4
H 5.842 -1.762 1.612 -0.4 -0.5 0.0
H 5.616 -0.116 1.299 -0.2 0.6 0.2
O -3.047 7.198 -4.349 0.7 -0.8 2.0
C -2.881 6.617 -3.275 -2.1 0.0 -3.5
O -3.004 5.275 -3.198 -1.5 1.0 -3.5
C -2.630 4.800 -1.974 1.3 -2.2 0.1
C -2.823 5.927 -1.099 0.9 1.4 3.1
C -2.732 7.172 -1.920 0.2 0.7 -0.4
H -1.603 4.517 -2.203 0.3 -0.4 1.2
H -3.186 3.944 -1.592 0.0 -0.2 -0.7
H -2.028 5.855 -0.357 -0.5 0.3 0.7
H -3.832 5.935 -0.688 0.2 -0.4 0.5
H -1.815 7.757 -1.978 0.1 0.1 0.7
H -3.600 7.791 -1.696 0.4 0.5 -0.3
C -3.007 -3.107 -3.781 -2.0 -1.9 0.3
C -3.594 -1.715 -4.015 1.2 -1.0 -0.9
C -5.068 -1.435 -3.619 0.7 -0.9 0.1
O -5.961 -2.466 -4.023 -0.9 -0.5 -1.0
C -7.314 -2.026 -4.085 0.3 0.5 0.1
N -2.636 -0.843 -3.355 -1.0 0.9 0.0
H -2.289 -3.441 -4.529 0.3 0.6 0.1
H -3.798 -3.853 -3.858 -0.3 -0.3 -0.1
H -2.609 -3.250 -2.776 0.2 0.2 0.0
H -3.424 -1.639 -5.089 -0.8 0.7 -0.4
H -5.424 -0.509 -4.071 0.3 0.3 0.3
H -5.110 -1.443 -2.530 0.0 0.7 0.3
H -7.440 -1.125 -4.685 0.4 0.4 -0.1
H -7.705 -1.780 -3.098 0.0 -0.1 0.3
H -8.012 -2.709 -4.569 0.6 -0.7 0.2
H -1.849 -1.450 -3.172 0.6 0.5 0.0
H -3.036 -0.695 -2.439 0.3 0.7 0.5
C -0.452 -2.732 -0.608 -0.3 1.3 1.4
C 0.322 -1.650 -1.419 -1.1 -2.9 -0.2
C 1.805 -1.585 -1.254 1.2 -1.2 0.4
O 2.387 -2.815 -1.836 1.1 1.0 0.0
C 3.806 -2.679 -2.045 -0.5 0.3 0.2
N 0.072 -2.001 -2.832 0.2 1.2 -0.4
H -0.302 -2.499 0.446 0.1 -0.1 0.3
H -0.342 -3.814 -0.673 0.7 0.2 -0.8
H -1.514 -2.516 -0.728 -0.1 0.0 -0.3
H -0.154 -0.697 -1.190 0.1 0.1 -0.1
H 2.227 -1.588 -0.249 -0.5 0.4 0.4
H 2.114 -0.660 -1.742 0.6 -0.1 -0.4
H 4.251 -3.570 -2.489 -0.6 -0.1 -0.3
H 4.406 -2.526 -1.148 -0.4 0.1 0.6
H 4.013 -1.802 -2.658 0.0 0.0 -0.4
H 0.483 -1.207 -3.301 -0.4 0.5 -0.9
H 0.704 -2.731 -3.129 0.0 -0.5 0.4
```
Forces are in eV/Å.

Calculated values
energy: -67093.537 eV
E_HOMO: -5.52 eV
total charge: -1
LUMO: 2.174 eV
Kohn-Sham gap: 0.28260 Ha
ΔE to the lowest compared entry with this formula, charge and spin: 414.4 kJ/mol